ORCA calculation (wB97M-V/def2-TZVPD) on a structure of composition BrH6O3Zn2.

XYZ file:
```
12
Properties=species:S:1:pos:R:3:forces:R:3
Zn 2.628 0.898 -1.212 -0.43 -0.63 0.07
Zn -1.155 -2.595 -1.218 0.18 0.55 0.12
Br 0.824 -0.725 -0.633 0.21 0.02 -0.02
O 2.434 -1.152 2.722 0.35 0.04 -0.46
H 2.660 -0.445 3.346 -0.06 -0.10 0.10
H 1.741 -0.821 2.149 -0.32 0.19 0.40
O -2.417 0.344 0.989 -0.08 -0.55 -0.45
H -2.499 0.594 1.925 -0.07 -0.11 -0.01
H -1.482 0.287 0.786 0.24 0.52 0.35
O -1.273 1.288 -2.980 -0.20 -0.03 0.26
H -0.548 1.778 -3.384 -0.07 0.00 -0.25
H -0.911 0.549 -2.491 0.24 0.12 -0.12
```
Forces are in eV/Å.

As for the calculated total energy: -173078.0493 eV. Its total charge is +3. For the energy relative to the best compared isomer or geometry (same formula, charge and spin), the calculation gives 298.3 kJ/mol. The calculation puts the LUMO energy at -18.0494 eV. The calculation puts the largest force on an atom at 0.76 eV/A.

Löwdin atomic charge list, values in e, 8 entries: number 1, Zn, carries 1.23; number 2, Zn, carries 1.35; number 3, Br, carries 0.25; number 4, O, carries 0.03; number 5, H, carries 0.09; number 6, H, carries -0.04; number 7, O, carries 0.04; number 8, H, carries 0.10



ORCA calculation (wB97M-V/def2-TZVPD) on a structure of composition BrH6O3Zn2.

XYZ file:
```
12
Properties=species:S:1:pos:R:3:forces:R:3
Zn -0.582 -2.220 2.660 0.23 0.92 -0.25
Zn 0.237 2.802 1.338 -0.51 -0.59 0.15
Br 0.031 -0.016 1.467 -0.01 -0.30 0.40
O -0.413 -0.475 -2.031 0.04 0.13 0.22
H -0.311 -0.261 -1.099 0.18 -0.26 -0.22
H 0.354 -1.012 -2.284 -0.19 0.10 -0.10
O 3.581 -0.806 0.376 -0.51 -0.23 0.06
H 2.859 -0.180 0.512 0.33 0.00 -0.32
H 3.455 -1.193 -0.509 0.24 0.16 0.17
O -3.295 1.243 0.148 0.53 0.48 -0.03
H -2.463 0.767 0.235 -0.24 -0.32 -0.38
H -3.453 1.350 -0.812 -0.08 -0.09 0.30
```
Forces are in eV/Å.

As for the calculated total energy: -173077.8777 eV. Its total charge is +3. For the energy relative to the best compared isomer or geometry (same formula, charge and spin), the calculation gives 314.9 kJ/mol. The calculation puts the LUMO energy at -18.0967 eV. The calculation puts the largest force on an atom at 0.98 eV/A.

Löwdin atomic charge list, values in e, 8 entries: number 1, Zn, carries 1.28; number 2, Zn, carries 1.35; number 3, Br, carries 0.24; number 4, O, carries -0.03; number 5, H, carries -0.10; number 6, H, carries 0.07; number 7, O, carries 0.03; number 8, H, carries -0.02



ORCA calculation (wB97M-V/def2-TZVPD) on a structure of composition BrHINO5PS2.

XYZ file:
```
12
Properties=species:S:1:pos:R:3:forces:R:3
O 2.858 0.754 1.176 -0.12 0.03 -0.20
S 1.794 0.249 0.354 0.12 0.38 0.22
O 1.246 -1.036 0.681 -0.10 -0.04 -0.06
I 2.920 -0.111 -1.820 0.16 -0.11 -0.27
N 0.769 1.367 -0.001 -0.33 -0.46 0.36
S -0.828 1.219 -0.081 0.18 0.51 -0.16
O -1.273 1.590 -1.410 0.12 -0.13 -0.04
O -1.438 1.934 1.018 0.08 -0.07 0.03
P -1.878 -0.682 0.079 -0.24 0.03 0.26
O -1.043 -1.698 -0.874 -0.08 -0.16 0.01
Br -1.438 -1.315 2.189 -0.02 -0.06 -0.13
H -1.690 -2.271 -1.310 0.24 0.08 -0.02
```
Forces are in eV/Å.

As for the calculated total energy: -120848.4548 eV. Its total charge is -1. The calculation puts the LUMO energy at 2.6834 eV. The calculation puts the largest force on an atom at 0.67 eV/A.

Löwdin atomic charge list, values in e, 8 entries: number 1, O, carries -0.40; number 2, S, carries 0.07; number 3, O, carries -0.48; number 4, I, carries 0.41; number 5, N, carries -0.40; number 6, S, carries 0.28; number 7, O, carries -0.41; number 8, O, carries -0.41



ORCA calculation (wB97M-V/def2-TZVPD) on a cluster of 2 separate species, BrHNO3S in total in a non-equilibrium geometry.

XYZ file:
```
7
Properties=species:S:1:pos:R:3:forces:R:3
N -1.192 0.749 0.603 3.55 0.44 -0.49
O 1.586 0.928 -1.128 -1.11 -1.99 1.61
O 0.778 -1.420 -1.201 -0.23 1.01 0.89
O 1.463 -0.460 1.001 -0.39 0.30 -1.45
S 1.010 -0.230 -0.380 0.09 1.53 -0.32
Br -2.770 0.371 -0.178 -1.03 -0.76 -0.35
H -0.875 0.063 1.283 -0.89 -0.53 0.11
```
Forces are in eV/Å.

As for the calculated total energy: -88525.6591 eV. Its total charge is -1. For the energy relative to the best compared isomer or geometry (same formula, charge and spin), the calculation gives 179.4 kJ/mol. The calculation puts the LUMO energy (alpha / beta) at 3.2930 / 3.2153 eV. The calculation puts the largest force on an atom at 3.61 eV/A.

What are the Löwdin partial charges on each atom? They are as follows, in elementary charge units: number 1, N, carries -0.67; number 2, O, carries -0.39; number 3, O, carries -0.38; number 4, O, carries -0.40; number 5, S, carries 0.57; number 6, Br, carries 0.39; number 7, H, carries -0.11



ORCA calculation (wB97M-V/def2-TZVPD) on the molecule BrIO2S2 in a non-equilibrium geometry.

XYZ file:
```
6
Properties=species:S:1:pos:R:3:forces:R:3
O 0.510 -0.455 0.338 0.39 -0.03 0.61
O -1.132 1.809 0.515 2.50 -6.63 2.76
S 0.802 -0.929 -1.253 -0.63 0.20 -0.03
S -0.604 0.337 1.206 -2.11 6.45 -3.26
Br -2.334 -1.015 0.993 -0.10 -0.10 -0.14
I 2.759 0.254 -1.799 -0.05 0.11 0.07
```
Forces are in eV/Å.

As for the calculated total energy: -103905.8070 eV. For the energy relative to the best compared isomer or geometry (same formula, charge and spin), the calculation gives 137.7 kJ/mol. The calculation puts the LUMO energy at -1.3294 eV. The calculation puts the largest force on an atom at 7.60 eV/A.

What are the Löwdin partial charges on each atom? They are as follows, in elementary charge units: number 1, O, carries -1.06; number 2, O, carries -0.57; number 3, S, carries 0.26; number 4, S, carries 0.58; number 5, Br, carries 0.34; number 6, I, carries 0.45



ORCA calculation (wB97M-V/def2-TZVPD) on a structure of composition BrLi in a non-equilibrium geometry.

XYZ file:
```
2
Properties=species:S:1:pos:R:3:forces:R:3
Li -16.094 -8.482 -1.238 -0.17 0.97 -0.27
Br -16.500 -6.216 -1.868 0.17 -0.97 0.27
```
Forces are in eV/Å.

As for the calculated total energy: -70248.8599 eV. For the energy relative to the best compared isomer or geometry (same formula, charge and spin), the calculation gives 11.7 kJ/mol. The calculation puts the LUMO energy at -1.1401 eV. The calculation puts the largest force on an atom at 1.03 eV/A.

What are the Löwdin partial charges on each atom? They are as follows, in elementary charge units: number 1, Li, carries 0.59; number 2, Br, carries -0.59